Record 1
Formula: C3H5N3
Source: the Open Molecules 2025 dataset
Level of theory: the ωB97M-V functional and the def2-TZVPD basis

Last columns: bonded neighbours and bond lengths (Å).
Cartesian coordinates (Å):
1 N -1.065 1.682 -0.565  C2 1.410, H7 1.017, H8 1.013
2 C -0.367 0.513 -0.198  N1 1.410, C3 1.381, N6 1.367
3 C -0.694 -0.569 0.595  C2 1.381, N4 1.413, H9 1.079
4 N 0.388 -1.465 0.440  C3 1.413, C5 1.344, H10 1.015
5 C 1.302 -0.801 -0.289  N4 1.344, N6 1.306, H11 1.074
6 N 0.876 0.348 -0.741  C2 1.367, C5 1.306
7 H -0.466 2.210 -1.195  N1 1.017
8 H -1.350 2.288 0.195  N1 1.013
9 H -1.623 -0.807 1.090  C3 1.079
10 H 0.656 -2.352 0.855  N4 1.015
11 H 2.343 -1.046 -0.188  C5 1.074

Summary:
- Relative energy (zero: lowest compared OMol25 entry of this formula, charge and spin): 8.6 kcal/mol
- Highest occupied orbital energy: -8.000 eV
- SMILES: Nc1c[nH]cn1

Löwdin atomic charge list, values in e, 5 entries: 0.076 -0.418 -0.051 0.034 -0.240



Record 2
Formula: C7H7ClN2O2
Source: the Open Molecules 2025 dataset
Level of theory: the ωB97M-V functional and the def2-TZVPD basis

Last columns: bonded neighbours and bond lengths (Å).
Cartesian coordinates (Å):
1 C 0.396 -0.877 2.219  C2 1.390, H13 1.072, H14 1.087
2 C 0.371 -0.181 1.016  C1 1.390, C3 1.523, C4 1.422
3 C 0.351 -0.895 -0.329  C2 1.523, H15 1.043, H16 1.132, H17 1.192
4 C 0.312 1.240 1.046  C2 1.422, N5 1.243, C9 1.781
5 N 0.860 1.978 1.883  C4 1.243, O6 1.340
6 O 0.770 3.268 1.531  N5 1.340, C7 1.377
7 C 0.130 3.474 0.329  O6 1.377, Cl8 1.720, C9 1.370
8 Cl -0.061 5.027 -0.387  C7 1.720
9 C -0.188 2.298 -0.297  C4 1.781, C7 1.370, N10 1.377
10 N -0.937 1.942 -1.396  C9 1.377, C11 1.301, H18 1.048
11 C -0.669 2.363 -2.597  N10 1.301, O12 1.200, H19 1.060
12 O -1.258 2.056 -3.597  C11 1.200
13 H 0.621 -0.508 3.200  C1 1.072
14 H 0.202 -1.942 2.130  C1 1.087
15 H -0.585 -1.090 -0.745  C3 1.043
16 H 0.838 -0.324 -1.177  C3 1.132
17 H 0.814 -1.993 -0.357  C3 1.192
18 H -1.697 1.220 -1.394  N10 1.048
19 H 0.175 3.005 -2.592  C11 1.060

Summary:
- Relative energy (zero: lowest compared OMol25 entry of this formula, charge and spin): 100.6 kcal/mol
- Highest occupied orbital energy: -9.273 eV
- SMILES: C=C(C)c1noc(Cl)c1NC=O

Löwdin atomic charge list, values in e, 5 entries: 0.096 -0.295 -0.072 -0.151 0.094



no.,M (g mol⁻¹),LUMO level (hartree)
1,83.09,0.037
2,186.60,0.007